# 1
Formula: C2LiNaO6Tl
Source: the OMol25 dataset
Level of theory: ωB97M-V/def2-TZVPD

```
! RIJCOSX wB97M-V def2-TZVPD def2/J DEFGRID3
* xyz 2 2
Li -1.753 2.733 -0.647
O 0.354 0.696 1.771
Tl 3.577 -1.799 3.148
O -0.002 -0.658 -1.746
O -1.195 1.212 -1.698
Na 0.007 0.685 -3.789
C 0.410 -0.543 1.476
C -0.849 0.091 -1.270
O -0.536 -1.087 0.708
O -1.265 -0.066 0.059
O 1.252 -1.263 1.988
*
```

Results
F_max, eV Å⁻¹: 3.3
Frontier orbital gap (spin up / spin down), eV: 10.8681 / 7.1513
ΔE to the lowest compared entry with this formula, charge and spin, kcal/mol: 0.0
<S²>: 0.756


# 2
Formula: C2N2O
Source: the OMol25 dataset
Level of theory: ωB97M-V/def2-TZVPD

```
! RIJCOSX wB97M-V def2-TZVPD def2/J DEFGRID3
* xyz 0 1
N 1.278 -1.897 1.021
C -0.607 1.037 -0.738
N -0.920 1.246 -1.866
C 0.425 -1.189 1.239
O -0.253 0.941 0.388
*
```

Results
F_max, eV Å⁻¹: 3.6
Frontier orbital gap (spin up / spin down), eV: 8.4471 / 7.7338
ΔE to the lowest compared entry with this formula, charge and spin, kcal/mol: 75.4


# 3
Formula: C2N2OS2
Source: the OMol25 dataset
Level of theory: ωB97M-V/def2-TZVPD

```
! RIJCOSX wB97M-V def2-TZVPD def2/J DEFGRID3
* xyz 0 1
S 1.823 -1.433 0.146
N 1.366 0.004 -0.117
N 2.353 2.211 -0.164
O -3.624 -0.149 0.461
C 1.991 1.096 -0.149
S -1.268 -1.123 -0.260
C -2.642 -0.606 0.084
*
```

Results
F_max, eV Å⁻¹: 4.7
Frontier orbital gap (spin up / spin down), eV: 6.8405 / 6.8462
ΔE to the lowest compared entry with this formula, charge and spin, kcal/mol: 3.3


Please write out number 1 again, unchanged.
Formula: C2LiNaO6Tl
Source: the OMol25 dataset
Level of theory: ωB97M-V/def2-TZVPD

```
! RIJCOSX wB97M-V def2-TZVPD def2/J DEFGRID3
* xyz 2 2
Li -1.753 2.733 -0.647
O 0.354 0.696 1.771
Tl 3.577 -1.799 3.148
O -0.002 -0.658 -1.746
O -1.195 1.212 -1.698
Na 0.007 0.685 -3.789
C 0.410 -0.543 1.476
C -0.849 0.091 -1.270
O -0.536 -1.087 0.708
O -1.265 -0.066 0.059
O 1.252 -1.263 1.988
*
```

Results
F_max, eV Å⁻¹: 3.3
Frontier orbital gap (spin up / spin down), eV: 10.8681 / 7.1513
ΔE to the lowest compared entry with this formula, charge and spin, kcal/mol: 0.0
<S²>: 0.756


Number 1 is which compound? C2LiNaO6Tl


The highest F_max belongs to which entry? C2N2OS2